A cluster of 12 separate species, C48H60F36O24 in total at a distorted geometry. Source: the OMol25 dataset; level of theory: ωB97M-V/def2-TZVPD.

Computed properties:
- SMILES: CCOC(=O)C(F)(F)F.CCOC(=O)C(F)(F)F.CCOC(=O)C(F)(F)F.CCOC(=O)C(F)(F)F.CCOC(=O)C(F)(F)F.CCOC(=O)C(F)(F)F.CCOC(=O)C(F)(F)F.CCOC(=O)C(F)(F)F.CCOC(=O)C(F)(F)F.CCOC(=O)C(F)(F)F.CCOC(=O)C(F)(F)F.CCOC(=O)C(F)(F)F
- Energy relative to the best compared isomer or geometry (same formula, charge and spin): 81.7 kJ/mol
- Multiplicity: 1
- Total energy: -197716.534 eV

CARTESIAN COORDINATES (ANGSTROEM)
C  -4.533  -0.449  4.128
C  -3.391  -1.328  3.573
O  -3.773  -2.751  3.513
C  -3.326  -3.469  2.538
O  -2.177  -3.312  2.022
C  -4.055  -4.814  2.261
F  -3.382  -5.695  3.023
F  -5.333  -4.836  2.667
F  -3.924  -5.169  0.983
H  -4.117  0.414  4.647
H  -5.100  -1.092  4.801
H  -5.231  -0.180  3.335
H  -2.512  -1.332  4.219
H  -3.134  -1.045  2.552
C  -2.889  -2.713  -1.477
C  -3.326  -1.346  -0.893
O  -4.734  -1.357  -0.682
C  -5.300  -0.309  -0.119
O  -4.692  0.598  0.407
C  -6.786  -0.492  0.076
F  -7.163  -0.177  1.288
F  -7.357  0.392  -0.816
F  -7.172  -1.761  -0.231
H  -1.803  -2.793  -1.514
H  -3.245  -2.944  -2.481
H  -3.121  -3.515  -0.777
H  -2.946  -0.637  -1.627
H  -2.815  -1.290  0.069
C  -2.584  5.149  -2.037
C  -1.597  6.243  -1.573
O  -0.256  5.790  -1.440
C  0.692  6.744  -1.060
O  0.481  7.950  -0.893
C  2.025  6.151  -0.817
F  2.334  6.328  0.485
F  2.183  4.874  -1.165
F  2.976  6.915  -1.446
H  -2.367  4.333  -1.348
H  -2.563  4.864  -3.089
H  -3.610  5.372  -1.743
H  -2.154  6.596  -0.705
H  -1.553  7.069  -2.283
C  -3.428  -8.111  -1.237
C  -2.283  -7.047  -1.216
O  -1.695  -7.025  0.151
C  -0.913  -5.988  0.483
O  -0.859  -4.951  -0.270
C  -0.021  -6.444  1.680
F  -0.036  -7.766  1.843
F  1.242  -6.062  1.360
F  -0.370  -5.792  2.814
H  -3.686  -8.078  -2.295
H  -4.276  -7.827  -0.614
H  -3.063  -9.116  -1.022
H  -2.562  -6.112  -1.703
H  -1.495  -7.396  -1.883
C  -2.054  -5.150  8.180
C  -1.980  -3.719  8.586
O  -0.909  -3.114  7.951
C  -1.051  -2.443  6.817
O  -2.122  -2.010  6.368
C  0.321  -1.940  6.229
F  1.300  -2.791  6.473
F  0.205  -1.887  4.906
F  0.623  -0.757  6.788
H  -2.886  -5.557  8.754
H  -1.184  -5.690  8.555
H  -2.078  -5.214  7.092
H  -1.804  -3.678  9.661
H  -2.973  -3.391  8.281
C  -2.699  2.819  2.923
C  -3.027  4.238  2.398
O  -2.105  5.103  3.028
C  -1.966  6.461  2.686
O  -2.782  6.980  1.908
C  -0.746  7.200  3.269
F  -1.212  7.997  4.189
F  0.109  6.354  3.929
F  -0.084  7.730  2.310
H  -3.458  2.135  2.543
H  -2.710  2.827  4.013
H  -1.802  2.407  2.460
H  -4.107  4.379  2.447
H  -2.828  4.347  1.332
C  -1.962  -0.105  -7.413
C  -1.361  0.709  -6.291
O  -2.352  1.392  -5.484
C  -2.760  0.852  -4.330
O  -2.291  -0.198  -3.834
C  -3.953  1.593  -3.619
F  -4.470  2.388  -4.522
F  -4.938  0.722  -3.129
F  -3.439  2.209  -2.539
H  -2.628  -0.905  -7.091
H  -1.156  -0.611  -7.945
H  -2.572  0.401  -8.161
H  -0.686  1.473  -6.678
H  -0.727  0.121  -5.627
C  0.346  3.043  -4.411
C  1.435  3.639  -5.355
O  1.416  2.855  -6.588
C  0.717  3.298  -7.693
O  0.048  4.317  -7.747
C  0.748  2.340  -8.953
F  0.928  3.068  -10.076
F  1.604  1.364  -8.822
F  -0.452  1.817  -9.135
H  0.316  1.961  -4.539
H  -0.627  3.478  -4.638
H  0.686  3.263  -3.399
H  2.350  3.430  -4.801
H  1.278  4.705  -5.519
C  4.076  0.016  -3.595
C  2.751  -0.647  -3.939
O  3.112  -1.879  -4.696
C  2.965  -1.973  -6.011
O  2.477  -1.065  -6.733
C  3.412  -3.310  -6.597
F  2.922  -3.415  -7.787
F  4.765  -3.216  -6.701
F  2.959  -4.313  -5.868
H  3.864  0.987  -3.147
H  4.653  0.194  -4.502
H  4.527  -0.694  -2.902
H  2.017  -0.111  -4.542
H  2.247  -0.796  -2.985
C  7.352  5.428  -0.760
C  5.893  5.468  -0.215
O  5.548  4.220  0.418
C  4.847  3.276  -0.227
O  4.675  3.279  -1.476
C  4.365  2.139  0.664
F  3.098  2.157  0.899
F  4.525  1.015  0.118
F  5.004  2.163  1.934
H  7.558  6.390  -1.229
H  7.653  4.606  -1.410
H  8.121  5.427  0.012
H  5.178  5.687  -1.008
H  5.905  6.277  0.515
C  7.662  -3.021  6.556
C  6.572  -4.053  6.283
O  5.811  -3.516  5.189
C  4.773  -2.676  5.553
O  4.473  -2.264  6.700
C  3.915  -2.172  4.366
F  3.230  -1.116  4.783
F  4.718  -1.990  3.262
F  3.009  -3.116  4.029
H  8.321  -2.847  5.705
H  8.187  -3.240  7.486
H  7.209  -2.091  6.897
H  6.069  -4.185  7.241
H  7.046  -5.003  6.038
C  1.312  -2.465  1.214
C  1.406  -1.451  0.031
O  0.442  -0.454  0.131
C  0.634  0.724  -0.531
O  1.665  0.984  -1.195
C  -0.491  1.814  -0.456
F  -0.745  2.323  -1.680
F  -1.642  1.293  -0.025
F  -0.118  2.853  0.415
H  1.216  -1.866  2.120
H  2.079  -3.234  1.308
H  0.350  -2.968  1.116
H  1.274  -1.978  -0.914
H  2.439  -1.114  -0.053

Mulliken population analysis, charges in e, atoms 1 to 4:
1 C -1.482
2 C 1.439
3 O -0.298
4 C 0.495